## one
Formula: C3H4N2OS
Source: the Open Molecules 2025 dataset
Level of theory: wB97M-V/def2-TZVPD

Output
E_HOMO in eV: -9.4491
Charge: 0
Orbital gap in eV: 9.16

Element x y z (Å)
C 0.40328 0.15460 0.39238
C -0.83409 1.02710 0.45406
C 0.00959 -1.01953 -0.61780
N -1.57482 0.55166 -0.72879
N -1.14252 -0.45323 -1.23754
O 2.94140 -0.52348 0.38456
S 1.95200 0.45736 0.84534
H -1.53831 0.88763 1.24698
H -0.58090 2.01765 0.59266
H 0.65973 -1.19178 -1.44270
H -0.29537 -1.90798 0.11086



## two
Formula: C3H4N2OS
Source: the Open Molecules 2025 dataset
Level of theory: wB97M-V/def2-TZVPD

Output
E_HOMO in eV: -9.7854
Charge: 0
Orbital gap in eV: 8.91

Element x y z (Å)
N -1.02252 2.10013 0.04164
S -0.91155 0.52949 0.27791
O -2.16701 -0.03942 0.84054
C -0.24263 -0.78626 -1.11216
C 0.84871 -1.24131 -0.58180
N 1.41953 -0.63200 0.60115
C 0.62465 0.09762 1.20652
H -0.09683 2.26920 -0.28433
H -0.77751 -0.99594 -2.01731
H 1.48658 -2.09431 -0.90429
H 0.83858 0.79279 1.93213



Result of the stability comparison: two is the least stable of them.



## one
Formula: C2H8NS2
Source: the Open Molecules 2025 dataset
Level of theory: wB97M-V/def2-TZVPD

Output
E_HOMO in eV: -12.2830
Charge: +1
Orbital gap in eV: 6.64

Element x y z (Å)
N 0.65654 0.63175 -1.10278
C 1.16396 0.10695 0.13434
C 0.32714 0.11631 1.33121
S -1.43366 -0.69226 0.74368
S -3.17809 -0.80553 -0.55072
H 1.34239 0.54184 -1.89607
H 0.35332 1.64423 -1.08790
H -0.20549 0.00784 -1.35372
H 1.82804 0.93004 0.45478
H 1.78250 -0.83306 0.08242
H 0.57637 -0.61020 2.08590
H 0.18790 1.07165 1.83361
H -3.40094 -2.10955 -0.67475



## two
Formula: C2H8NS2
Source: the Open Molecules 2025 dataset
Level of theory: wB97M-V/def2-TZVPD

Output
E_HOMO in eV: -11.7672
Charge: +1
Orbital gap in eV: 6.51

Element x y z (Å)
C 1.80220 -0.67915 -0.92954
C 1.16060 -0.34818 0.31311
N 1.00470 0.84724 0.90954
S -4.02532 0.29038 -0.39154
S -2.12874 0.29715 0.46473
H 1.47631 0.21735 -1.52758
H 1.46331 -1.62841 -1.33182
H 2.82474 -0.66687 -0.80947
H 0.78982 -1.18079 0.90068
H -2.50285 0.77561 1.64526
H 0.65174 0.88355 1.88331
H 1.38817 1.73275 0.42173
H -3.90468 -0.54063 -1.54844



## three
Formula: C2H8NS2
Source: the Open Molecules 2025 dataset
Level of theory: wB97M-V/def2-TZVPD

Output
E_HOMO in eV: -12.2198
Charge: +1
Orbital gap in eV: 6.25

Element x y z (Å)
S 1.35830 0.26103 -0.25171
S 0.42360 -2.07411 -0.56764
H 1.56663 -0.71394 0.63476
H -0.54244 -1.37526 -1.12748
C -1.31958 0.74601 0.65423
C -0.17485 0.78457 1.40321
N -1.70136 1.84815 -0.24377
H -1.78204 -0.24538 0.40957
H 0.01687 -0.14461 1.95427
H 0.33761 1.73348 1.79018
H -1.84668 1.56060 -1.22278
H -0.84928 2.42022 -0.45952
H -2.46254 2.44940 0.03433



Result of the stability comparison: three is the least stable of them.



## one
Formula: C4H30N2O11
Source: the Open Molecules 2025 dataset
Level of theory: wB97M-V/def2-TZVPD

Output
E_HOMO in eV: -9.1684
Charge: 0
Orbital gap in eV: 9.39

Element x y z (Å)
N -1.81460 -0.55889 0.89444
C -1.22023 0.49909 0.10816
C -1.43184 0.22947 -1.45930
C -0.94378 -1.16853 -1.98181
C 0.46001 -1.50052 -1.76589
N 1.29542 -1.42015 -2.85549
O 0.99864 -1.80674 -0.66153
H -1.76075 -0.34862 1.91806
H -1.41308 -1.50559 0.73807
H -0.19639 0.71806 0.29525
H -1.78642 1.48350 0.23986
H -0.95447 1.03696 -2.16312
H -2.56876 0.47913 -1.63500
H -1.31039 -1.48101 -3.03163
H -1.50011 -1.94007 -1.41242
H 2.25782 -1.55511 -2.82609
H 0.88031 -1.21395 -3.76965
O 0.39158 -2.94875 2.30025
H 0.82040 -2.60024 1.47682
H 0.14934 -3.91999 1.99943
O 1.20081 0.72096 2.43682
H 1.73304 0.30372 3.02632
H 0.68859 -0.02735 2.18732
O -1.28097 -0.72513 3.67011
H -1.91001 -0.82902 4.30580
H -0.92706 -1.62357 3.70613
O 1.08694 4.10295 0.25716
H 1.70775 4.58804 0.73350
H 0.59780 3.64362 0.97510
O -0.55056 3.94828 -2.33976
H 0.14624 4.17075 -1.53928
H -1.07713 4.77707 -2.38761
O -0.43128 -4.26670 -0.37230
H 0.30615 -3.79377 -0.76126
H 0.17291 -5.10352 -0.19011
O 2.47637 1.88903 -1.52867
H 2.34732 2.90712 -1.64204
H 1.92157 1.62977 -0.79678
O 0.19976 3.15319 2.67034
H -0.32849 2.39817 2.92128
H 0.74827 3.31703 3.37048
O 3.50828 -0.98235 -0.45927
H 3.47570 -0.15955 -0.82059
H 2.58626 -1.26350 -0.36431
O -4.33855 -0.40866 -0.88823
H -3.76997 -0.39631 -0.07516
H -4.67540 0.39577 -0.83737



## two
Formula: C4H30N2O11
Source: the Open Molecules 2025 dataset
Level of theory: wB97M-V/def2-TZVPD

Output
E_HOMO in eV: -8.9537
Charge: 0
Orbital gap in eV: 9.14

Element x y z (Å)
C 1.66022 2.30963 -1.99544
N 1.19872 2.56678 -0.58483
C 1.46287 1.37060 0.19275
C 0.13128 0.78750 0.85493
O -0.95643 1.34081 0.45892
N 0.04171 -0.27478 1.59333
C 1.01178 -1.35774 1.66252
H 0.85964 2.62169 -2.66692
H 1.54205 1.24424 -2.26516
H 2.61452 2.58297 -2.22723
H 0.23172 2.71836 -0.70947
H 1.98783 0.56113 -0.30580
H 2.17753 1.57202 1.08742
H -0.84367 -0.64989 1.90254
H 0.92401 -1.88632 2.71706
H 0.79568 -2.10336 0.85986
H 2.06728 -1.11278 1.61058
O 1.14526 -0.58890 -2.59219
H 1.81887 -1.04881 -2.07592
H 0.30576 -0.96263 -2.25692
O -1.57342 1.03024 3.58807
H -1.34454 1.36241 2.59342
H -1.54900 1.93272 4.13026
O -1.17184 3.72400 2.30730
H -1.82140 3.89332 2.90145
H -1.18515 4.15274 1.41731
O 3.17694 -3.87530 -2.56925
H 2.44602 -4.23309 -2.07675
H 2.83968 -3.32976 -3.25937
O -3.89990 1.02791 0.43566
H -3.70749 1.19944 1.38400
H -3.08556 0.70366 0.05582
O 3.43327 -1.50778 -1.55746
H 3.34620 -2.54314 -1.73397
H 4.27275 -1.24268 -1.91531
O -2.06296 -1.65758 3.61790
H -2.41937 -0.78196 3.55638
H -1.17884 -1.42999 3.77958
O -1.33168 -1.09105 -1.55104
H -1.14124 -0.86293 -0.60985
H -1.66990 -0.23507 -1.89569
O -1.92123 1.39945 -2.05142
H -1.44464 2.01163 -1.44084
H -2.78788 1.51943 -1.91401
O 0.38162 -3.85657 -1.17667
H -0.14289 -3.23659 -1.77163
H 0.05505 -4.68258 -1.49751



Result of the stability comparison: two is the least stable of them.



## one
Formula: C2H9N2O
Source: the Open Molecules 2025 dataset
Level of theory: wB97M-V/def2-TZVPD

Output
E_HOMO in eV: -15.0920
Charge: +1
Orbital gap in eV: 11.44

Element x y z (Å)
C -0.65492 1.47171 -1.24162
N 0.16891 0.46584 -0.55591
C 0.82848 0.69184 0.54915
N 0.79905 -0.07068 1.62096
H -0.28303 2.49015 -1.15463
H -1.65780 1.40247 -0.84455
H -0.62030 1.25465 -2.30638
H -0.13775 -0.49370 -0.71448
H 1.34773 1.63878 0.66858
H 0.16335 -0.83707 1.72317
H 1.58110 -0.02951 2.25450
H -1.30663 -2.61873 0.08094
H 0.16310 -3.04303 -0.19698
O -0.39130 -2.32272 0.11725



## two
Formula: C2H9N2O
Source: the Open Molecules 2025 dataset
Level of theory: wB97M-V/def2-TZVPD

Output
E_HOMO in eV: -15.3717
Charge: +1
Orbital gap in eV: 11.45

Element x y z (Å)
C -0.12565 -1.43377 -0.40444
C -0.65132 -0.10749 0.05770
N -1.08778 0.05389 1.32015
N 1.24342 1.20916 -0.02551
O -1.33232 0.57719 -0.79554
H -0.34983 -2.17731 0.32968
H 0.97250 -1.45100 -0.29693
H -0.17891 -1.77065 -1.38567
H -0.45288 -0.45419 1.91549
H -1.15243 1.04510 1.41462
H 2.20747 0.78892 -0.25529
H 0.83890 1.63643 -0.79222
H 1.45593 1.86234 0.68376
H -1.38709 0.22138 -1.76580



Result of the stability comparison: two is the least stable of them.



## one
Formula: C2H9N2O
Source: the Open Molecules 2025 dataset
Level of theory: wB97M-V/def2-TZVPD

Output
E_HOMO in eV: -14.7385
Charge: +1
Orbital gap in eV: 11.30

Element x y z (Å)
C -0.03650 -0.94010 1.48082
C -0.04386 -0.42311 0.05276
N 1.34989 0.50254 -0.13245
O -1.15200 0.39263 -0.22280
N -1.12792 0.83711 -1.57302
H 0.05872 -0.07648 2.20650
H 0.61986 -1.89764 1.57561
H -1.11009 -1.30326 1.71561
H -0.02905 -1.30250 -0.91240
H 1.28400 0.74367 -1.11894
H 1.07602 1.33768 0.45060
H 2.28228 0.07969 0.04971
H -1.74407 0.15946 -1.99602
H -1.42728 1.89032 -1.57598



## two
Formula: C2H9N2O
Source: the Open Molecules 2025 dataset
Level of theory: wB97M-V/def2-TZVPD

Output
E_HOMO in eV: -13.6432
Charge: +1
Orbital gap in eV: 9.74

Element x y z (Å)
C -0.05531 1.19939 0.26047
N 0.66035 0.40035 1.27323
C 0.04116 -0.52093 1.96132
N 0.61731 -1.41530 2.73861
H -0.90313 1.71429 0.71831
H -0.43056 0.52631 -0.50796
H 0.63321 1.91388 -0.16609
H 1.65908 0.51902 1.37882
H -1.03437 -0.54965 1.84068
H 1.61442 -1.56958 2.74558
H 0.03245 -2.00926 3.30907
H -1.25613 0.21160 -4.51926
H -0.44342 -0.00456 -5.78335
O -1.13505 -0.41555 -5.24943



Result of the stability comparison: one is the least stable of them.



## one
Formula: C2H9N2O
Source: the Open Molecules 2025 dataset
Level of theory: wB97M-V/def2-TZVPD

Output
E_HOMO (spin up / spin down) in eV: -12.4904 / -12.8190
Charge: +1
Orbital gap (spin up / spin down) in eV: 8.07 / 8.96

Element x y z (Å)
C -2.55817 0.51337 -0.12388
C 0.69202 0.13251 0.09522
N 0.70766 -0.16208 1.39699
N 0.95866 -0.97340 -1.04037
O 1.23143 1.37372 -0.33995
H -2.70649 -0.41061 0.33739
H -2.04475 0.49964 -1.06408
H -2.37437 1.40578 0.40746
H 0.27592 -1.00569 1.68159
H 1.65664 0.01807 1.83126
H 0.38157 -1.66130 -0.56500
H 0.81615 -0.60446 -1.91478
H 1.89417 -1.25917 -0.92090
H 1.06955 2.13360 0.21905



## two
Formula: C2H9N2O
Source: the Open Molecules 2025 dataset
Level of theory: wB97M-V/def2-TZVPD

Output
E_HOMO in eV: -12.6443
Charge: +1
Orbital gap in eV: 9.45

Element x y z (Å)
C 0.37325 0.60422 -0.76668
C 0.29808 -0.61026 -1.34875
N 0.85976 -0.71389 -2.59879
N 0.10654 0.86811 0.70765
H 0.67918 1.53023 -1.20639
H -0.00326 -1.56407 -0.92242
H 0.94731 -1.65166 -2.94056
H 1.14734 0.12872 -3.12166
H -0.67131 0.26376 0.99060
H -0.14314 1.83070 0.93076
H 0.97011 0.72144 1.25197
H -2.05180 0.00855 3.13145
H -1.25830 -1.10176 3.23152
O -1.25377 -0.31411 2.66130



Result of the stability comparison: one is the least stable of them.